# 1
{
  "formula": "C9H12Cl2N3O",
  "method": "wB97M-V/def2-TZVPD",
  "spin_multiplicity": 3,
  "lumo_energy_ev": [-3.2, -5.6],
  "e_tot_ev": -41077.241,
  "charge": 1,
  "e_homo_ev": [-8.9, -12.1],
  "species": ["Cl", "Cl", "O", "N", "N", "N", "C", "C", "C", "C", "C", "C", "C", "C", "C", "H", "H", "H", "H", "H", "H", "H", "H", "H", "H", "H", "H"],
  "positions_angstrom": [[-2.3656, -2.8265, 0.5656], [-6.4638, 0.6294, 0.0111], [-1.7937, 2.0330, -0.5559], [-0.6564, -0.3901, -0.0604], [2.2173, 0.1486, 0.0865], [-2.5893, 1.0918, -0.3953], [-2.0632, -0.1269, -0.1357], [-4.8256, 0.2697, -0.0747], [1.4038, -0.2510, 1.3262], [1.5870, -0.4554, -1.1058], [-0.0631, 0.1438, 1.2067], [-3.0013, -1.2423, 0.1156], [-3.9098, 1.2819, -0.3466], [-4.3790, -1.0770, 0.2621], [0.1709, 0.0563, -1.2499], [0.2133, 1.1767, -1.2482], [1.9169, 0.1886, 2.2475], [-0.2429, -0.2740, -2.2429], [-0.3581, 1.1775, 1.3547], [1.7177, -1.5799, -0.8369], [3.1203, -0.1060, 0.3102], [-4.8626, -1.9967, 0.3403], [2.1153, 1.0841, -0.1529], [-4.1744, 2.3572, -0.4294], [1.3838, -1.2935, 1.4167], [-0.5900, -0.1924, 2.1805], [2.3245, -0.0553, -1.9482]],
  "atomic_forces_ev_per_a": [[-0.08, 0.94, -0.48], [-0.93, 0.19, 0.02], [1.80, 2.51, -0.36], [-0.06, 0.88, -0.27], [-3.83, -1.22, 1.64], [-0.92, 0.38, -0.31], [0.68, -7.53, 1.16], [1.78, 1.87, -0.24], [-0.09, 2.82, 1.13], [2.67, -2.00, -1.27], [-1.28, -0.20, 1.22], [1.77, 1.75, 0.72], [-4.24, 0.23, 0.63], [2.95, 0.74, -1.24], [-0.53, 0.45, 0.46], [-0.03, -0.68, -0.29], [-0.79, -0.47, -1.32], [0.17, 0.16, 1.24], [0.94, 0.89, -0.64], [-0.62, 1.66, -1.47], [2.74, -0.59, -0.22], [-1.71, -0.76, 0.31], [0.34, 2.78, 0.56], [-0.10, -1.07, -0.16], [0.60, -1.66, -0.23], [0.71, -0.66, -1.77], [-1.94, -1.43, 1.17]]
}

***

# 2
{
  "formula": "C36H95F3MnN8O12S",
  "method": "wB97M-V/def2-TZVPD",
  "spin_multiplicity": 7,
  "lumo_energy_ev": [-1.8, -5.9],
  "e_tot_ev": -125657.885,
  "charge": 1,
  "e_homo_ev": [-11.0, -11.0],
  "species": ["Mn", "S", "F", "F", "F", "O", "O", "O", "O", "O", "O", "O", "O", "O", "O", "O", "O", "N", "N", "N", "N", "N", "N", "N", "N", "C", "C", "C", "C", "C", "C", "C", "C", "C", "C", "C", "C", "C", "C", "C", "C", "C", "C", "C", "C", "C", "C", "C", "C", "C", "C", "C", "C", "C", "C", "C", "C", "C", "C", "C", "C", "H", "H", "H", "H", "H", "H", "H", "H", "H", "H", "H", "H", "H", "H", "H", "H", "H", "H", "H", "H", "H", "H", "H", "H", "H", "H", "H", "H", "H", "H", "H", "H", "H", "H", "H", "H", "H", "H", "H", "H", "H", "H", "H", "H", "H", "H", "H", "H", "H", "H", "H", "H", "H", "H", "H", "H", "H", "H", "H", "H", "H", "H", "H", "H", "H", "H", "H", "H", "H", "H", "H", "H", "H", "H", "H", "H", "H", "H", "H", "H", "H", "H", "H", "H", "H", "H", "H", "H", "H", "H", "H", "H", "H", "H", "H"],
  "positions_angstrom": [[1.1193, 2.0698, 1.3859], [-0.1884, 4.8442, -0.1584], [-2.1689, 3.3393, -0.9373], [-2.7472, 4.7165, 0.7238], [-2.4815, 5.5129, -1.3341], [-0.1104, -2.8483, 5.3492], [-0.0453, 5.8875, 0.8142], [0.2194, -2.8279, -7.2952], [-0.2664, 0.9492, -5.5733], [1.0769, -4.6976, 2.0012], [0.2856, 3.6041, 0.4702], [0.3304, 5.0785, -1.4876], [5.7382, 2.7511, -0.1500], [-4.5643, -1.6750, -3.7674], [2.1150, 0.7722, 2.7516], [0.7048, 4.7075, 4.6444], [-0.1480, 0.6784, 0.4349], [2.8910, 1.9895, 0.1039], [-1.0089, -6.4205, 2.2744], [-0.4758, 2.1004, 3.1625], [2.1513, 3.5960, 2.4842], [1.0868, 1.8226, -2.2222], [0.2154, -5.0523, -5.3866], [-4.5527, 1.1210, -4.7728], [-1.7202, -0.4769, 4.7877], [0.2528, -3.6335, -5.0635], [3.5461, -0.3476, -0.4579], [3.7064, 3.8269, 4.1824], [-1.6321, -5.0187, 0.4121], [-2.3540, 0.4611, 0.0058], [-5.8186, 0.3710, -4.5603], [-2.2365, 0.0273, 6.9591], [0.9264, -2.6776, -6.1241], [-0.5794, -6.0400, 0.9283], [3.2061, 2.8836, 3.1201], [-5.5527, -0.7182, -3.4877], [-1.1934, -0.7684, 6.1011], [2.2234, 0.7230, -4.0391], [-1.1236, -0.3290, 0.3214], [-6.4695, -0.1889, -5.8136], [-0.8866, -1.4914, -0.6423], [-2.1209, 4.5921, -0.4591], [-0.2563, 1.2527, -4.1573], [2.3827, -4.2079, 2.1890], [-0.9276, -2.2462, 6.3817], [-3.9313, -2.2348, -2.5690], [-0.0678, -4.2691, 5.3797], [1.0207, -3.4814, -3.7275], [6.9754, 3.2377, -0.5695], [0.9188, -5.5510, 0.8621], [1.1345, 1.6855, -3.6309], [0.9248, 6.0634, 4.8059], [-1.4656, 0.6065, -6.1733], [-0.6140, 4.2651, 4.6741], [5.3489, 1.4110, -0.4515], [-2.6402, 3.1289, 3.4207], [2.6890, 1.5462, 3.7629], [1.6373, -0.5257, 3.1263], [3.9970, 0.9779, 0.1739], [0.7027, -2.0111, -8.3639], [-1.0821, 3.4088, 3.4355], [-0.0330, -4.9277, -6.3577], [-3.1718, 4.0697, 3.5633], [-0.6493, 0.4686, -3.5102], [0.7106, -0.5896, 3.6966], [-1.1354, -0.7342, 1.3332], [-1.0810, 1.4555, 2.6746], [-2.6348, 1.2814, 0.6664], [4.0267, 2.6739, 2.4340], [0.3047, -4.7053, 6.3065], [-2.6118, -0.9047, 4.5825], [-0.7459, -3.2572, -4.8421], [-4.3386, 1.5902, -3.9044], [-1.0369, 3.9792, 2.5077], [-0.9648, 2.0406, -3.9014], [1.9528, 1.8491, 4.5075], [2.3986, 0.6976, -5.1146], [2.0733, -3.7570, -3.7925], [-1.0532, -4.7250, 5.2826], [2.4311, -3.7086, 3.1567], [0.0679, -2.2063, -9.2282], [1.5522, -6.4188, 1.0455], [-6.3205, -1.2613, -5.9391], [-0.1163, -6.6089, 2.7077], [-0.4640, -6.9376, 0.3208], [2.4874, -3.3685, 1.5014], [0.9807, -2.4417, -3.4025], [1.2032, -5.0393, -0.0573], [1.5251, -1.0291, 2.1660], [-5.3376, -0.2065, -2.5497], [7.0283, 3.2280, -1.6582], [3.1618, 1.0428, -3.5860], [-1.3157, -5.5477, 2.6794], [1.9190, -2.9972, -6.4413], [2.5574, 4.4453, 2.1182], [3.4251, 2.8435, 0.0299], [-2.8775, 2.3524, 4.1479], [-0.2825, -0.1768, 6.0103], [-0.6776, -1.2564, -1.6860], [-3.0308, -1.6611, -2.3499], [0.5980, -4.0834, -2.9232], [0.4609, -0.9623, -8.1916], [-3.6067, -3.2751, -2.5903], [2.4797, -0.4873, -0.2808], [4.0224, 0.6706, 1.2194], [-6.5389, -1.1106, -3.2394], [-2.8631, 2.6871, 2.4494], [-1.9827, 0.1329, 8.0139], [1.3408, 2.6820, -4.0216], [2.9810, 3.8240, 4.9960], [3.5430, 1.1661, 4.3234], [3.8457, 4.7592, 3.6351], [1.6624, 4.1437, 3.1778], [3.1419, -4.9900, 2.1933], [-1.8417, -2.8396, 6.3629], [0.4908, 2.6366, -2.1734], [-1.8457, -1.9942, -0.7665], [4.7231, 3.5914, 4.4969], [-0.6461, -5.4285, -5.0174], [-2.3256, 1.0575, 6.6143], [0.5923, 1.0922, -1.7302], [-3.9328, 0.3355, -4.9099], [3.6457, -0.2911, -1.5418], [-4.7717, -2.2175, -1.8751], [-6.0162, 0.2650, -6.6948], [-1.3991, -4.4274, -0.4734], [-3.2028, -0.4521, 6.8023], [0.9618, -1.6531, -5.7536], [2.5409, 1.8418, -0.8319], [-6.5561, 1.1556, -4.3912], [-2.4046, 0.5547, -1.0790], [4.0704, -1.1749, 0.0204], [-2.1487, 1.4422, -6.0214], [-0.7803, 3.7368, 5.6129], [1.8717, -0.2979, -3.8906], [-7.5206, 0.0402, -5.6380], [7.7871, 2.6871, -0.0940], [-1.2886, 5.1158, 4.7705], [-3.1145, -0.3156, 0.0861], [2.4694, -0.9632, 3.6780], [0.4816, 6.5913, 5.6503], [-1.8043, -0.2814, -5.6393], [1.7517, -2.0543, -8.6568], [6.1468, 0.7172, -0.1866], [0.5765, -4.6315, 4.5788], [-1.0359, -0.9623, 4.2254], [-1.4297, 0.4060, -7.2441], [-0.5599, 1.5933, 4.0319], [0.4955, 6.6695, 4.0082], [-2.5395, -5.4969, 0.0431], [-0.4664, -2.4010, 7.3571], [-1.8989, -4.3534, 1.2332], [-0.1773, -2.2424, -0.2944], [5.0843, 1.2372, -1.4945], [6.9746, 4.2718, -0.2251], [1.9337, 6.4609, 4.9171]],
  "atomic_forces_ev_per_a": [[0.25, 0.79, 0.34], [-0.60, 1.28, -0.53], [-1.35, 0.28, -0.11], [-0.44, -0.34, -1.10], [-0.83, -0.78, 0.34], [0.15, 0.68, 0.22], [-0.38, 0.73, 0.12], [-0.81, 0.61, -1.89], [2.53, 0.56, 1.17], [-0.01, 0.00, 0.04], [-1.03, -0.84, -1.03], [-0.35, -0.56, 0.51], [-2.19, -1.00, 0.73], [0.90, -0.80, -0.48], [-0.10, -0.87, 0.30], [1.32, -0.62, 0.08], [-0.26, -1.47, -1.20], [2.04, -0.96, -0.76], [0.74, 0.08, -0.71], [1.25, -0.35, 1.01], [-0.50, 0.97, -0.87], [-0.39, 1.06, 0.93], [-0.13, 0.85, -1.41], [-0.89, -0.92, -0.85], [0.75, -0.63, -1.77], [1.60, 1.26, 2.10], [-0.17, 0.68, -0.14], [1.38, -0.53, 0.00], [0.09, -0.56, -0.61], [-1.80, -1.38, -0.66], [1.26, 0.34, -0.26], [0.97, -0.73, 0.72], [0.00, -1.88, 0.70], [0.49, 0.70, -1.30], [0.76, -0.98, 1.59], [-1.82, 1.42, 1.25], [-1.18, 1.87, 0.28], [-0.17, 0.02, -1.11], [1.97, 0.10, 0.82], [0.70, -0.60, -0.18], [-0.37, -0.01, -0.45], [4.19, 0.70, 0.99], [-0.32, 0.38, -1.08], [-0.72, 0.80, 0.35], [0.00, -0.83, -0.31], [-1.50, 0.80, -0.82], [-0.12, -0.21, 0.23], [-0.02, 0.46, -0.11], [-0.08, 0.14, -0.16], [-1.17, 0.37, 1.82], [-0.23, -1.10, -2.26], [-0.70, 3.10, -0.04], [-1.18, 0.20, 1.15], [-1.32, -0.83, -0.45], [-0.55, 0.26, 0.04], [1.27, 0.33, 0.75], [0.60, 2.71, 0.17], [1.16, -0.08, -0.48], [-0.43, -0.93, 1.51], [-1.51, 0.55, -0.30], [-2.47, 0.46, -1.05], [0.12, -1.05, -0.90], [-0.36, -0.30, 0.02], [0.20, -1.11, -0.23], [0.16, 0.55, 0.06], [-0.62, -0.23, 0.35], [-0.80, 0.58, -0.75], [0.36, 0.11, -0.51], [-0.19, -0.18, -0.27], [0.34, 0.44, 0.36], [-0.28, -0.24, 0.22], [-0.29, 0.33, -0.40], [0.32, -0.03, 0.13], [0.95, 0.47, 0.32], [-0.18, 0.63, -0.46], [-0.38, -0.17, 0.10], [-0.11, 0.47, -0.15], [0.01, -0.10, -0.29], [-0.35, 0.19, -0.35], [-0.20, -0.27, 0.34], [0.24, -0.57, -0.07], [0.22, -0.21, -0.36], [-0.12, -0.09, 0.13], [-0.12, -0.40, 0.89], [-0.91, -0.11, -0.32], [0.93, -0.26, -0.60], [0.03, 0.21, 0.13], [-0.13, -0.04, -0.22], [-0.13, -0.33, 0.17], [0.59, 0.35, 0.18], [0.36, -0.08, -0.10], [0.00, -0.58, 0.30], [-0.03, 0.00, 0.53], [0.73, -0.10, 1.07], [0.46, -0.09, -1.50], [-0.33, 0.88, 0.16], [-0.27, 0.27, 0.35], [0.61, -0.35, 0.98], [0.49, 0.60, 0.08], [-0.40, 0.37, 0.38], [-0.24, -0.15, -0.10], [0.27, 0.29, 0.57], [-0.27, -0.11, -1.07], [-0.16, -0.03, 0.20], [0.81, 0.60, 0.32], [-0.17, -1.06, -0.23], [-0.13, 0.33, -0.09], [-0.19, -0.49, 0.14], [0.13, -0.01, -0.17], [0.30, 0.62, 0.09], [0.02, -0.97, -0.37], [-0.32, 0.46, 0.63], [-1.11, -0.77, 0.95], [0.15, 0.10, -0.52], [-0.55, 0.29, 0.25], [-0.05, 0.54, 1.28], [-0.05, -0.20, 0.53], [-0.11, -0.26, 0.53], [-0.07, -0.21, 0.42], [0.21, -0.17, -0.41], [-0.13, -0.47, -0.20], [1.04, 0.38, 0.05], [0.23, -0.46, -0.07], [0.70, 0.20, 0.95], [-0.54, 0.33, -0.05], [0.84, 0.11, 0.14], [-0.10, 0.00, 0.38], [-0.18, 0.21, 0.11], [-0.77, 0.50, -0.77], [0.12, -0.22, 1.76], [0.29, 1.27, 0.04], [0.13, -0.09, -0.48], [-0.55, -0.15, -0.10], [0.08, -0.55, 0.07], [0.49, -0.22, 0.84], [-0.09, -0.34, -0.97], [0.23, -0.04, -0.19], [-0.15, 0.11, -0.48], [-0.48, 0.02, 0.56], [-0.32, -0.51, 0.14], [-0.61, -0.95, 0.81], [-0.71, -0.30, -0.27], [0.18, -0.62, 0.45], [-0.01, -0.20, 0.13], [-0.14, 0.30, -0.11], [-0.36, -0.23, -1.04], [0.72, 0.02, 0.14], [0.68, -0.24, 0.79], [-0.03, -0.33, -0.72], [-0.14, -0.44, 0.60], [0.15, 0.13, 0.13], [-0.02, 0.18, -0.10], [0.11, 0.27, 0.14], [0.75, 0.60, -0.69], [0.30, -0.04, -0.10], [0.60, -1.32, -0.38]]
}

***

# 3
{
  "formula": "C4H6N2O",
  "method": "wB97M-V/def2-TZVPD",
  "lumo_energy_ev": 0.8,
  "e_tot_ev": -9269.410,
  "relative_energy_kcal_mol": 94.4,
  "e_homo_ev": -7.9,
  "species": ["O", "N", "N", "C", "C", "C", "C", "H", "H", "H", "H", "H", "H"],
  "positions_angstrom": [[2.8829, -0.2255, -0.1785], [0.2755, -0.8327, 0.0238], [1.8888, 0.7510, -0.0870], [0.5938, 0.4597, 0.0246], [-1.7037, 0.5713, -0.2716], [-0.5887, 1.2754, 0.0369], [-1.2341, -0.9772, -0.0369], [0.9636, -1.4870, 0.1988], [3.6375, 0.2066, 0.2527], [-1.5299, -1.5986, -0.9686], [-2.7573, 0.8214, -0.1318], [-0.7291, 2.3057, 0.1775], [-1.6995, -1.2701, 0.9601]],
  "atomic_forces_ev_per_a": [[-1.12, -1.10, 0.41], [-5.35, 0.27, -0.36], [-2.16, 4.01, 0.62], [5.77, -1.39, -0.47], [2.48, -2.97, 2.52], [-2.37, 0.28, -1.37], [-0.11, 0.70, -1.44], [1.13, -1.75, 0.26], [-0.47, -0.03, -0.33], [0.31, 0.55, 1.94], [0.50, 0.24, -0.49], [0.86, 1.35, 0.15], [0.54, -0.16, -1.46]]
}